No. 1
19
Properties=species:S:1:pos:R:3:nbo_charge:R:1 method="wB97M-V/def2-TZVPD" e_homo_ev=-6.1 lumo_energy_ha=-0.0723
C -3.4475 0.0198 -0.2957 -0.108
C -2.0742 -0.4467 -0.2633 -0.072
C 3.4517 0.4192 -0.0262 0.983
C 1.6951 0.3515 -1.4267 -0.447
C 1.4570 -0.5310 0.8973 -0.466
N -3.7017 0.7179 0.7415 -0.245
N -1.5992 0.0447 0.8463 -0.391
N -2.5820 0.7408 1.3985 -0.204
N 2.2277 0.1070 -0.1439 -0.367
O 4.5656 0.4368 0.2448 -0.334
S -1.2919 -1.2901 -1.4424 -0.501
H -4.2077 -0.3974 -0.9592 0.208
H 1.4117 -0.6072 -1.7040 0.265
H 0.7236 0.8972 -1.4618 0.279
H 2.3601 0.6761 -2.1416 0.218
H 0.4623 -0.0888 0.8067 0.313
H 1.3018 -1.5677 0.6233 0.252
H 1.8375 -0.5077 1.9054 0.230
H -2.5899 1.0257 2.4011 0.388

---

No. 2
19
Properties=species:S:1:pos:R:3:nbo_charge:R:1 method="wB97M-V/def2-TZVPD" multiplicity=2 s_squared=0.7564 total_charge=-1 e_homo_ev="0.4 / -3.2" lumo_energy_ha="0.1366 / 0.1361"
C 2.4443 -0.9395 1.4728 -0.003
C 3.2500 -0.5567 0.4540 -0.641
C 0.9216 0.7948 1.7178 -0.436
N 1.1533 -0.5173 1.6830 -0.617
H 2.7786 -1.6955 2.1931 0.134
H 2.8933 0.1033 -0.3274 0.184
H 4.2697 -0.9231 0.3922 0.163
H -0.1123 1.1317 1.8452 0.113
H 1.6863 1.5696 1.6600 0.124
C -1.8886 -1.0300 -1.1083 -0.614
C -2.3115 0.3923 -1.4461 -0.210
N -1.2883 1.3141 -0.9365 -0.836
H -1.7502 -1.1595 -0.0354 0.222
H -2.6648 -1.7355 -1.4283 0.183
H -0.9510 -1.2831 -1.5974 0.218
H -2.3738 0.5244 -2.5286 0.166
H -3.3124 0.5801 -1.0328 0.141
H -1.5802 2.2785 -1.0342 0.336
H -1.1639 1.1515 0.0570 0.372

---

No. 3
102
Properties=species:S:1:pos:R:3:lowdin_spin:R:1 method="wB97M-V/def2-TZVPD" multiplicity=2 s_squared=0.7521 total_charge=+1 e_homo_ev="-10.4 / -10.5" lumo_energy_ha="-0.0711 / -0.0650"
Ti 0.0708 1.2271 0.5171 0.943
C -0.7002 4.1520 1.3480 0.000
C -1.9815 3.2978 1.4657 0.001
N -1.9721 2.2131 0.4781 0.006
C -2.3024 2.6590 -0.8942 0.001
C -1.5209 1.8567 -1.9252 0.002
N -0.0767 1.8887 -1.6358 0.002
C 0.6369 3.1359 -1.9464 0.001
C 0.5227 4.1563 -0.8136 0.000
N 0.3407 3.5046 0.5047 -0.006
H -0.2924 4.2920 2.3444 0.000
H -0.9237 5.1403 0.9449 0.000
H -2.8701 3.9250 1.3498 0.000
H -2.0160 2.8357 2.4488 0.000
H -2.6146 1.4707 0.7494 0.002
H -2.0720 3.7203 -0.9774 0.000
H -3.3723 2.5562 -1.0888 0.000
H -1.7422 2.2079 -2.9388 0.000
H -1.8372 0.8122 -1.8586 0.000
H 0.3980 1.1305 -2.1177 0.001
H 0.2730 3.5767 -2.8802 0.000
H 1.6781 2.8630 -2.1012 0.000
H -0.3192 4.8239 -0.9849 0.000
H 1.4161 4.7836 -0.8069 0.000
H 1.2153 3.5399 1.0222 0.000
Cl 3.9398 -0.6419 6.2977 0.000
C 2.8406 0.0424 5.1698 -0.001
C 1.8662 -0.7511 4.5658 0.000
Cl 1.7201 -2.4104 4.9920 0.000
C 1.0033 -0.1880 3.6387 0.000
Cl -0.2052 -1.1387 2.8227 0.002
C 1.0336 1.1750 3.3101 0.003
O 0.1645 1.6806 2.4720 0.015
C 2.0061 1.9532 3.9490 0.000
Cl 2.0559 3.6434 3.5854 0.000
C 2.9077 1.3991 4.8509 0.000
Cl 4.1042 2.3914 5.5783 0.000
C 2.5247 -3.2744 1.5759 0.000
C 2.3571 -2.3290 0.4130 0.000
C 3.5450 -2.3080 -0.5182 0.000
O 1.1886 -2.8222 -0.3603 0.000
P -0.0749 -2.0233 -0.7778 0.000
O -0.0064 -0.5669 -0.4324 -0.002
C -1.4769 -2.8361 -0.0239 0.000
P -2.9908 -1.8460 0.1091 0.000
O -2.7347 -0.4513 0.5197 0.003
O -3.7025 -1.8579 -1.2897 0.000
C -4.2525 -2.9281 -2.1262 0.000
C -4.6155 -4.1883 -1.3679 0.000
C -3.2796 -3.1858 -3.2569 0.000
O -3.7873 -2.7338 1.1284 0.000
C -4.8609 -2.2528 2.0118 0.000
C -5.8384 -1.3585 1.2765 0.000
C -4.2351 -1.5965 3.2242 0.000
O -0.2914 -2.2374 -2.3106 0.000
C 0.7349 -1.7250 -3.2501 0.000
C 1.5066 -2.9086 -3.7814 0.000
C -0.0084 -0.9563 -4.3159 0.000
H 3.3544 -2.9380 2.1989 0.000
H 2.7487 -4.2795 1.2168 0.000
H 1.6306 -3.3053 2.1962 0.000
H 2.1124 -1.3204 0.7486 0.000
H 3.7629 -3.3152 -0.8761 0.000
H 4.4171 -1.9428 0.0269 0.000
H 3.3780 -1.6381 -1.3599 0.000
H -1.1699 -3.0719 0.9989 0.000
H -1.6732 -3.7843 -0.5256 0.000
H -5.1624 -2.4778 -2.5234 0.000
H -3.7387 -4.6779 -0.9416 0.000
H -5.0725 -4.8826 -2.0737 0.000
H -5.3281 -3.9998 -0.5688 0.000
H -2.3663 -3.6581 -2.8923 0.000
H -3.0102 -2.2531 -3.7510 0.000
H -3.7398 -3.8479 -3.9907 0.000
H -5.3583 -3.1779 2.3020 0.000
H -5.3641 -0.4235 0.9767 0.000
H -6.6678 -1.1226 1.9435 0.000
H -6.2475 -1.8483 0.3927 0.000
H -3.7141 -0.6832 2.9369 0.000
H -3.5250 -2.2704 3.7028 0.000
H -5.0113 -1.3471 3.9483 0.000
H 1.3951 -1.0565 -2.6892 0.000
H 0.8388 -3.5891 -4.3114 0.000
H 1.9960 -3.4493 -2.9730 0.000
H 2.2717 -2.5617 -4.4766 0.000
H -0.6769 -1.6199 -4.8661 0.000
H 0.7027 -0.5228 -5.0193 0.000
H -0.6041 -0.1517 -3.8824 0.000
I 7.8080 5.2134 0.0615 0.000
C 6.2008 3.9009 -0.1112 0.001
C 5.4427 3.5938 1.0106 0.000
C 4.3675 2.7278 0.8855 0.001
C 4.0509 2.1704 -0.3483 0.000
C 4.8285 2.4743 -1.4605 0.000
C 5.9027 3.3416 -1.3480 0.000
C 2.8621 1.2721 -0.5044 0.006
O 2.6330 0.7164 -1.5782 0.001
O 2.0998 1.1717 0.5417 0.020
H 5.6871 4.0220 1.9731 0.000
H 3.7749 2.4711 1.7520 0.000
H 4.5814 2.0231 -2.4125 0.000
H 6.5059 3.5803 -2.2128 0.000

---

No. 4
12
Properties=species:S:1:pos:R:3:nbo_charge:R:1 method="wB97M-V/def2-TZVPD" total_charge=+1 e_homo_ev=-18.4 lumo_energy_ha=-0.2526
C -0.0503 -1.2363 0.4060 -0.764
C 0.6375 0.8432 -0.7869 -0.757
C -0.2754 0.1521 0.0480 0.417
N -4.2850 0.0783 0.2009 0.102
N -3.2893 0.4765 0.2942 -0.086
H -0.5621 -1.4725 1.2317 0.269
H 1.0223 -1.4846 0.3454 0.294
H -0.3060 -1.9963 -0.3864 0.359
H 1.1337 1.5850 -0.1820 0.337
H 1.5080 0.2224 -1.2499 0.278
H -0.0495 1.3697 -1.3950 0.299
H -1.1864 0.7012 0.3248 0.253

---

No. 5
90
Properties=species:S:1:pos:R:3:lowdin_charge:R:1 method="wB97M-V/def2-TZVPD" total_charge=+3 e_homo_ev=-15.8 lumo_energy_ha=-0.3074
Ir 0.2991 0.5104 0.1852 1.510
C -1.0563 3.3012 1.9686 -0.026
C -1.6840 2.0084 2.4674 -0.660
C -1.6412 1.9447 3.9871 -0.045
C -3.1247 1.9182 1.9781 -0.010
O -0.9477 0.8882 1.9030 -0.472
Ge -0.5087 -0.7734 2.7054 1.152
O 1.2669 -0.1625 1.7955 -0.463
C 2.6662 -0.3937 1.9550 -0.608
C 2.8729 -1.7121 2.6860 -0.012
C 3.3197 -0.3897 0.5601 -0.071
C 3.2851 0.7547 2.7443 0.000
O -0.6639 -1.3369 0.8958 -0.436
C -1.3723 -2.4883 0.3521 -0.642
C -2.4013 -2.0181 -0.6550 0.003
C -2.0577 -3.2016 1.5127 -0.052
C -0.3700 -3.4297 -0.3026 -0.009
H -1.6146 4.1623 2.3301 0.113
H -0.0276 3.3875 2.3457 0.094
H -1.0710 3.3253 0.8737 0.086
H -2.1136 2.8291 4.4110 0.107
H -2.1756 1.0677 4.3591 0.082
H -0.6095 1.9005 4.3465 0.092
H -3.7229 2.7180 2.4144 0.104
H -3.1666 2.0000 0.8901 0.092
H -3.5579 0.9612 2.2748 0.093
H 2.4040 -2.5377 2.1435 0.088
H 3.9351 -1.9235 2.8076 0.104
H 2.4260 -1.6566 3.6793 0.092
H 2.8319 -1.9423 -0.8463 0.172
H 3.4706 0.6474 0.2658 0.126
H 4.2849 -0.8885 0.5961 0.149
H 2.8666 0.7779 3.7501 0.103
H 4.3666 0.6312 2.8259 0.108
H 3.0777 1.7067 2.2540 0.083
H -3.1217 -1.3427 -0.1920 0.109
H -1.9167 -1.4886 -1.4716 0.054
H -2.9388 -2.8704 -1.0715 0.110
H -2.7561 -2.5302 2.0182 0.088
H -2.6207 -4.0555 1.1395 0.108
H -1.3261 -3.5608 2.2395 0.085
H 0.0963 -2.9614 -1.1678 0.060
H 0.4081 -3.7127 0.4095 0.094
H -0.8749 -4.3354 -0.6389 0.104
C -1.0310 0.5620 -7.7328 -0.041
C -1.7730 -0.4765 -6.9069 -0.145
N -1.0685 -0.7614 -5.6309 0.020
C -1.4545 -0.1114 -4.5503 0.083
C -0.8059 -0.1513 -3.3144 0.004
C -1.4866 0.7303 -2.2670 -0.602
O -2.6705 0.9143 -2.3787 0.136
O -0.6865 1.2711 -1.4179 -0.181
C 0.2989 -0.9663 -3.2103 -0.091
O 1.1355 -1.1801 -2.1564 0.024
C 0.6475 -1.7941 -4.3223 -0.036
C 1.6598 -2.7754 -4.2463 0.101
C 1.9953 -3.5210 -5.3258 -0.170
F 2.9263 -4.4670 -5.1548 0.099
C 1.3965 -3.3484 -6.6099 -0.110
C 0.4077 -2.3815 -6.6806 0.071
C -0.0077 -1.6470 -5.5581 -0.093
N 1.7835 -4.0810 -7.7210 -0.063
C 2.9808 -4.9380 -7.7280 -0.109
C 3.2811 -5.4078 -9.1506 -0.072
N 2.9558 -4.3091 -10.1178 0.081
C 1.4679 -4.0435 -10.1508 -0.057
C 0.8528 -4.4038 -8.7969 -0.111
H -1.5707 0.7378 -8.6620 0.097
H -0.0175 0.2393 -7.9749 0.077
H -0.9694 1.5078 -7.1950 0.092
H -1.9084 -1.4089 -7.4491 0.122
H -2.7659 -0.1163 -6.6491 0.137
H -2.3390 0.5081 -4.6325 0.166
H 2.1670 -2.9793 -3.3160 0.140
H -0.0574 -2.1775 -7.6311 0.103
H 2.8676 -5.8285 -7.1071 0.142
H 3.8244 -4.3710 -7.3387 0.138
H 2.6883 -6.2736 -9.4375 0.144
H 4.3309 -5.6773 -9.2398 0.150
H 3.2890 -4.5451 -11.0542 0.194
H 3.4509 -3.4632 -9.8317 0.189
H 1.0262 -4.6501 -10.9390 0.147
H 1.3201 -2.9941 -10.3944 0.140
H 0.6050 -5.4681 -8.7585 0.144
H -0.0816 -3.8653 -8.6859 0.125
O 1.3466 2.3214 0.1354 -0.069
H 1.2679 2.7649 -0.7250 0.120
H 0.9228 2.9037 0.7929 0.066
N 2.5266 -1.0413 -0.4980 0.106
C 1.4606 -0.4966 -1.0173 -0.266

---

No. 6
13
Properties=species:S:1:pos:R:3:nbo_charge:R:1 method="wB97M-V/def2-TZVPD" e_homo_ev=-9.9 lumo_energy_ha=0.0294
C 2.1325 0.2268 -0.1171 -0.429
N 0.7718 -0.2066 -0.2742 -0.501
C -0.1496 0.1855 0.4740 0.481
O -0.4954 1.0153 1.4399 -0.506
C -1.5633 0.0704 0.6123 0.324
O -2.4259 0.6298 -0.2425 -0.641
H 2.4729 0.6571 -1.0641 0.205
H 2.2716 0.9527 0.6901 0.186
H 2.7408 -0.6620 0.0787 0.206
H -2.0472 -0.6197 1.2944 0.200
H -1.9490 0.9391 -1.0282 0.495
H -0.5228 -1.4822 -0.9648 0.054
H -1.2366 -1.7063 -0.8984 -0.075

---

No. 7
24
Properties=species:S:1:pos:R:3:nbo_charge:R:1 method="wB97M-V/def2-TZVPD" smiles=CC[C@@](C)(S)[NH+](C)C total_charge=+1 e_homo_ev=-13.6 lumo_energy_ha=-0.1060
C 0.1340 2.1050 -0.0371 -0.635
C 0.8205 0.9999 -0.7918 -0.492
C 0.8178 -0.4690 -0.2779 0.166
C 0.8892 -1.6411 -1.2789 -0.736
S 2.2096 -0.9683 0.9033 0.021
N -0.7625 -0.8061 0.3826 -0.421
C -1.7593 -0.0772 -0.3515 -0.417
C -0.7917 -0.4694 1.7797 -0.431
H -0.9327 2.1043 -0.2041 0.212
H 0.3575 3.1236 -0.2182 0.260
H 0.4224 2.0676 0.9936 0.218
H 1.9307 1.2856 -0.8624 0.267
H 0.3319 0.8743 -1.7190 0.216
H 1.9330 -1.8136 -1.6604 0.279
H 0.2710 -1.3333 -2.1531 0.233
H 0.7314 -2.7233 -0.8672 0.250
H 2.6985 0.3267 1.0077 0.159
H -0.6776 -1.8742 0.3369 0.452
H -2.5934 -0.8457 -0.5915 0.244
H -2.2278 0.5706 0.2876 0.230
H -1.3484 0.4296 -1.1822 0.227
H -0.8820 0.6750 2.0078 0.230
H -1.6376 -0.8425 2.1913 0.222
H 0.0653 -0.6987 2.3049 0.246

---

No. 8
4
Properties=species:S:1:pos:R:3:nbo_charge:R:1 method="wB97M-V/def2-TZVPD" total_charge=+1 e_homo_ev=-19.8 lumo_energy_ha=-0.3027
C -1.0235 -0.1371 -0.0435 0.317
N -2.0038 0.7421 0.0780 0.074
N -2.3402 -0.4856 -0.0487 0.143
H 0.4366 -0.2814 0.1897 0.466

---

Per-record strongest force on any atom, eV/A: 4.22 1.47 0.60 3.91 1.79 0.64 5.15 4.86
Per-record ΔE to the lowest compared entry with this formula, charge and spin, kcal per mole: 124.0 21.0 2.6 35.3 16.0 96.9 66.3 34.3